(1)
The following is a DFT calculation (ωB97M-V with the def2-TZVPD basis set) of a structure of composition C32H38AsMoN2O4STe2.

Element x y z (Å)
1 Mo -0.4767 0.4326 0.8911
2 N 2.8581 -1.2222 4.4144
3 C 3.3879 -1.8731 3.3381
4 C 3.3006 -3.2809 3.2228
5 C 3.7837 -3.9114 2.1179
6 C 4.3848 -3.1732 1.0319
7 C 4.4826 -1.7395 1.1908
8 C 3.9958 -1.1229 2.3022
9 S 6.1545 -2.8637 -1.8994
10 O 5.5392 -3.7124 -2.8737
11 O 5.6864 -1.5022 -1.8307
12 O 4.7414 -3.7536 -0.0228
13 H 2.6675 -1.7419 5.2558
14 H 3.1240 -0.2633 4.5652
15 H 2.8469 -3.8500 4.0258
16 H 3.7249 -4.9866 2.0082
17 H 4.9480 -1.1780 0.3925
18 H 4.0796 -0.0474 2.4166
19 C -3.0822 -2.0609 2.4312
20 As -2.0573 -0.4603 2.7719
21 C -3.3364 0.8315 3.4282
22 C -1.0046 -0.9300 4.3180
23 H -3.4026 -2.4380 3.4021
24 H -2.4574 -2.8024 1.9413
25 H -3.9553 -1.8332 1.8274
26 H -3.9357 0.3696 4.2118
27 H -3.9886 1.1579 2.6222
28 H -2.8013 1.6892 3.8324
29 H -1.6536 -1.4046 5.0533
30 H -0.5692 -0.0232 4.7348
31 H -0.2142 -1.6109 4.0100
32 C -1.4623 6.9907 -3.4891
33 C -1.1180 5.5854 -3.0943
34 C -1.8287 4.5009 -3.6027
35 C -1.5402 3.1925 -3.2419
36 C -2.3357 2.0730 -3.8595
37 C -0.4929 2.9953 -2.3278
38 Te -0.0447 1.0079 -1.7942
39 N 0.3447 -1.0345 0.8964
40 C 0.5460 -2.4886 0.9456
41 O 0.0672 -3.0460 1.8914
42 C 1.2461 -3.0299 -0.2087
43 C 1.2026 -4.4140 -0.4015
44 C 1.8559 -4.9687 -1.4860
45 C 2.5546 -4.1508 -2.3658
46 C 2.6020 -2.7737 -2.1733
47 C 1.9485 -2.2094 -1.0955
48 C -1.9053 0.2626 -1.0907
49 C -2.1942 -1.0831 -1.4026
50 C -3.4329 -1.6106 -1.1199
51 C -4.4014 -0.8072 -0.5135
52 C -4.1045 0.4858 -0.1364
53 C -2.8517 1.0606 -0.4010
54 C -2.6200 2.5021 -0.0264
55 C 0.2802 4.0470 -1.8296
56 C 1.4789 3.8766 -0.9346
57 C -0.0648 5.3343 -2.2243
58 H -2.1894 7.0116 -4.2979
59 H -0.5728 7.5321 -3.8105
60 H -1.8839 7.5312 -2.6400
61 H -2.6261 4.6788 -4.3141
62 H -3.0292 2.4711 -4.5964
63 H -2.9265 1.5223 -3.1250
64 H -1.6903 1.3567 -4.3756
65 H 0.6660 -5.0333 0.3053
66 H 1.8403 -6.0389 -1.6382
67 H 3.0870 -4.5871 -3.2001
68 H 3.1864 -2.1567 -2.8395
69 H 2.0348 -1.1465 -0.9016
70 H -1.4473 -1.6868 -1.9058
71 H -3.6614 -2.6317 -1.3938
72 H -5.3926 -1.2036 -0.3329
73 H -4.8634 1.0946 0.3398
74 H -3.4056 2.8468 0.6428
75 H -2.6028 3.1404 -0.9112
76 H -1.6604 2.6883 0.4817
77 H 1.8393 2.8497 -0.8804
78 H 1.2526 4.2057 0.0832
79 H 2.3029 4.4890 -1.2983
80 H 0.5296 6.1637 -1.8574
81 Te 0.7125 1.9099 2.4207

Atomic forces in eV per Å
Mo -0.10 -0.08 0.06
N -0.11 0.00 0.11
C 0.02 0.10 -0.03
C -0.01 0.00 0.00
C 0.00 -0.03 0.02
C -0.12 -0.08 -0.35
C 0.02 0.02 0.01
C -0.05 -0.06 -0.03
S 0.09 0.13 0.00
O -0.02 0.05 -0.05
O -0.02 -0.14 -0.05
O 0.01 0.06 0.38
H 0.04 -0.06 -0.03
H 0.06 -0.01 0.01
H -0.01 0.00 0.00
H 0.01 0.01 0.02
H 0.02 0.01 0.00
H 0.01 0.00 -0.01
C -0.02 0.05 -0.02
As 0.04 0.08 -0.04
C 0.03 -0.03 0.01
C -0.01 0.03 0.00
H -0.01 -0.01 -0.01
H 0.02 -0.01 0.00
H 0.02 -0.01 0.01
H 0.01 0.00 0.01
H -0.01 0.00 0.00
H -0.01 0.00 0.00
H 0.01 -0.01 0.00
H 0.00 0.00 0.01
H -0.01 0.00 0.00
C -0.01 0.01 -0.01
C 0.00 -0.01 0.00
C -0.02 0.01 0.03
C 0.05 0.04 -0.04
C 0.00 -0.01 -0.01
C -0.12 -0.06 0.02
Te 0.10 0.00 -0.05
N -0.20 -0.24 -0.03
C 0.34 0.29 0.07
O -0.10 -0.04 -0.03
C -0.07 -0.15 0.02
C 0.05 0.01 0.01
C 0.00 0.02 0.03
C -0.04 0.00 -0.06
C -0.03 -0.01 0.02
C 0.00 0.01 -0.01
C -0.03 0.19 0.04
C 0.02 -0.05 0.00
C 0.01 0.00 -0.01
C 0.00 0.03 -0.03
C 0.00 -0.02 -0.03
C -0.03 -0.06 0.03
C 0.02 -0.02 0.06
C 0.06 -0.02 0.01
C -0.06 0.00 0.02
C 0.02 0.00 -0.01
H 0.00 0.00 0.00
H 0.00 0.00 0.00
H 0.00 0.00 0.00
H 0.00 0.00 0.00
H 0.01 0.00 -0.02
H -0.01 0.02 -0.01
H 0.00 -0.01 0.03
H -0.01 0.01 0.00
H -0.01 0.00 -0.01
H 0.01 0.02 0.03
H 0.02 0.01 -0.02
H 0.02 -0.04 -0.01
H -0.01 -0.01 -0.01
H 0.00 0.00 0.00
H 0.00 0.00 0.01
H 0.00 0.01 -0.01
H 0.00 0.00 0.01
H -0.04 0.00 0.03
H 0.01 0.01 -0.05
H 0.03 0.00 -0.01
H 0.00 -0.01 0.01
H 0.00 0.01 0.01
H 0.00 0.00 0.00
Te 0.07 0.06 -0.07

maximum force	0.458	eV/Å
HOMO (alpha / beta)	-11.83 / -13.60	eV
spin multiplicity	2
Kohn-Sham gap (alpha / beta)	4.05 / 5.82	eV
total charge	+2

Results of the Mulliken charge analysis, in e, for atoms 1 through 5:
1. Mo 0.20
2. N -0.39
3. C 0.88
4. C -0.54
5. C -0.48


(2)
The following is a DFT calculation (ωB97M-V with the def2-TZVPD basis set) of a cluster of 2 separate species, C5H7N in total.

Element x y z (Å)
1 C 1.7715 0.0778 -0.2094
2 C 0.4819 0.1640 -0.5699
3 C -0.3434 -1.0387 -0.6146
4 N -1.5624 -0.6391 -0.4321
5 C -1.7660 0.8347 -0.2957
6 C -0.4736 1.2623 -0.4654
7 H 0.1902 -0.0725 2.1223
8 H 2.2815 -0.8791 -0.1280
9 H 2.3225 0.9618 0.0999
10 H -0.0373 -2.0754 -0.7168
11 H -2.3412 -1.2781 -0.3311
12 H -0.3673 0.3855 1.9288
13 H -0.1565 2.2967 -0.3882

Atomic forces in eV per Å
C -0.04 0.07 -0.09
C 0.07 -0.11 0.16
C -0.22 0.14 0.13
N 0.01 -0.21 -0.07
C 0.51 -0.13 -0.20
C -0.10 0.13 0.10
H -0.12 0.01 0.16
H -0.08 0.14 -0.12
H -0.02 -0.10 -0.17
H -0.06 0.17 0.08
H 0.09 0.10 -0.11
H 0.04 -0.07 0.16
H -0.09 -0.15 -0.03

maximum force	0.564	eV/Å
HOMO	-7.92	eV
spin multiplicity	1
Kohn-Sham gap	7.12	eV

Results of the Mulliken charge analysis, in e, for atoms 1 through 5:
1. C -0.67
2. C 0.62
3. C -0.37
4. N 0.12
5. C -0.68


(3)
The following is a DFT calculation (ωB97M-V with the def2-TZVPD basis set) of a structure of composition C18H45FFeO12P3.

Element x y z (Å)
1 Fe 2.5994 -1.9955 -2.1530
2 F 2.4686 -0.7265 -0.6467
3 C -0.8066 -0.9781 -5.4302
4 C 0.0885 0.0929 -6.0774
5 O 0.3347 0.9392 -5.0011
6 P 1.7576 0.8387 -4.2503
7 O 1.9632 -0.4152 -3.4555
8 O 2.8271 1.1217 -5.3981
9 C 2.7332 2.1199 -6.3447
10 C 3.5126 3.3594 -5.9632
11 O 1.8301 2.2585 -3.4292
12 C 2.9476 2.5157 -2.5611
13 C 2.3879 3.0289 -1.2361
14 H -0.9238 -1.7709 -6.1691
15 H -0.3620 -1.3896 -4.5241
16 H -1.8233 -0.6613 -5.1978
17 H 0.9369 -0.3869 -6.5653
18 H -0.4328 0.6706 -6.8408
19 H 3.1786 1.6487 -7.2209
20 H 1.7459 2.4616 -6.6554
21 H 2.9590 4.0829 -5.3647
22 H 4.3493 3.0097 -5.3583
23 H 3.9023 3.9142 -6.8167
24 H 3.6173 1.6613 -2.4626
25 H 3.4956 3.3474 -3.0039
26 H 3.1895 3.3446 -0.5682
27 H 1.6135 3.7882 -1.3453
28 H 1.8972 2.2295 -0.6809
29 C 2.5353 1.7105 6.4775
30 C 1.1774 2.4180 6.1864
31 O 0.1191 1.4905 6.5285
32 P -0.6233 0.5982 5.3676
33 O -1.4105 1.4146 4.4199
34 O 0.6149 -0.2836 4.7198
35 C 0.5579 -1.1920 3.6474
36 C 0.6046 -0.3673 2.3468
37 O -1.4452 -0.5632 6.1926
38 C -2.5584 -0.2608 6.9960
39 C -2.1771 0.2997 8.3888
40 H 3.2501 2.0037 5.7086
41 H 2.8649 1.8374 7.5087
42 H 2.4483 0.6242 6.4551
43 H 1.1453 3.2202 6.9235
44 H 1.0587 2.8572 5.1958
45 H 1.4184 -1.8494 3.5229
46 H -0.3333 -1.8191 3.6718
47 H 1.4490 0.3219 2.3337
48 H 0.7092 -1.0204 1.4805
49 H -0.2774 0.2659 2.2506
50 H -3.1398 0.5427 6.5440
51 H -3.2152 -1.1274 7.0714
52 H -1.5640 1.1945 8.2815
53 H -3.0871 0.5676 8.9256
54 H -1.6893 -0.4999 8.9464
55 C -1.2217 1.8509 -1.9943
56 C -0.8710 0.6155 -1.1297
57 O -1.4091 -0.4886 -1.9117
58 P -0.8938 -1.9579 -1.5295
59 O 0.5105 -2.2091 -1.9413
60 O -1.2059 -2.1169 0.0250
61 C -0.8873 -3.3555 0.6835
62 C -2.0659 -3.8156 1.6047
63 O -1.9963 -2.9013 -2.3191
64 C -3.3463 -2.8325 -2.0099
65 C -4.1333 -4.0423 -2.5398
66 H -0.6888 2.7748 -1.7697
67 H -1.0443 1.6281 -3.0464
68 H -2.3063 1.9578 -1.9734
69 H 0.1930 0.4770 -0.9375
70 H -1.2522 0.6660 -0.1098
71 H -0.5498 -4.1545 0.0234
72 H 0.0017 -3.3034 1.3121
73 H -2.9870 -3.9199 1.0313
74 H -1.8077 -4.6773 2.2202
75 H -2.2494 -3.0485 2.3570
76 H -3.5044 -2.6949 -0.9402
77 H -3.7116 -1.9275 -2.4952
78 H -3.9169 -4.1328 -3.6043
79 H -3.8756 -4.9662 -2.0219
80 H -5.2002 -3.9184 -2.3544

Atomic forces in eV per Å
Fe -2.10 2.37 2.16
F 0.77 -1.51 -1.75
C -0.30 -0.67 -1.34
C -2.23 -2.33 -0.62
O 3.69 2.54 2.93
P -2.34 -1.25 -0.87
O 0.63 1.98 -1.35
O -0.25 -1.06 2.59
C -0.25 2.13 -2.33
C 1.10 -0.15 0.43
O 0.34 -1.13 -0.40
C 0.07 0.14 0.49
C -0.75 -0.42 0.94
H -0.03 -0.29 0.13
H 0.17 0.04 -0.14
H 0.20 0.44 0.03
H 0.49 0.29 0.37
H -0.05 0.03 0.10
H 0.31 0.06 -0.31
H -0.52 -0.80 0.43
H -0.52 -0.22 0.09
H 0.40 0.34 -0.06
H -0.06 -0.31 -0.10
H -0.27 -0.14 -0.01
H 0.00 0.24 -0.29
H 0.20 0.36 -0.45
H 0.43 0.31 -0.25
H 0.03 -0.44 -0.31
C -0.38 -0.68 -0.26
C 1.54 0.11 1.15
O -1.84 -1.11 -2.08
P 3.29 -2.73 1.07
O -0.35 0.02 0.43
O -1.71 2.00 2.75
C -0.42 0.31 -2.97
C -0.33 0.03 0.09
O 1.32 1.53 -1.34
C -1.26 0.66 0.89
C 0.09 -0.30 -0.06
H 0.20 0.12 0.40
H 0.13 0.78 -0.24
H -0.26 -0.04 -0.60
H -0.65 0.01 -0.14
H -0.03 -0.51 -0.08
H 0.24 0.12 1.35
H -0.07 0.05 0.27
H 0.23 -0.21 0.22
H -0.12 0.06 -0.01
H -0.23 -0.15 -0.13
H -0.07 0.24 -0.43
H 0.49 -0.19 -0.10
H 0.04 -0.21 0.19
H -0.08 -0.03 -0.21
H 0.27 0.19 0.03
C -0.14 -0.84 0.04
C 0.34 1.22 -0.61
O 0.71 -1.27 1.36
P -3.25 -0.57 -0.96
O 0.30 -0.79 -0.19
O 0.67 0.14 -0.95
C -0.26 -1.77 1.67
C 0.65 1.11 -0.52
O 4.80 0.74 0.77
C -2.73 0.41 0.22
C 0.74 0.29 0.33
H -0.25 -0.08 0.41
H 0.34 -0.17 0.03
H 0.05 0.48 0.32
H 0.36 -0.11 -0.59
H -0.79 -0.18 -0.24
H -0.69 0.11 -0.73
H 0.08 1.01 0.13
H 0.10 -0.41 0.13
H 0.01 -0.34 -0.60
H -0.04 0.35 -0.14
H 0.07 -0.12 0.12
H -0.32 0.06 0.02
H -0.27 -0.21 0.03
H 0.31 0.01 -0.10
H 0.05 0.32 -0.23

maximum force	5.346	eV/Å
HOMO (alpha / beta)	-17.42 / -17.42	eV
spin multiplicity	7
Kohn-Sham gap (alpha / beta)	8.44 / 3.11	eV
total charge	+3

Results of the Mulliken charge analysis, in e, for atoms 1 through 5:
1. Fe 1.18
2. F -0.62
3. C -0.91
4. C -0.43
5. O -0.23